# 1
Density functional theory data (ωB97M-V/def2-TZVPD) for a structure of composition C39H42As2IKN4O2P at a distorted geometry.

```
92
Properties=species:S:1:pos:R:3:forces:R:3:mulliken_charge:R:1
K 0.093 0.155 -0.133 1.320 -1.558 -0.331 1.254
C 0.393 0.416 3.263 -0.110 -0.305 0.388 -0.733
N 1.101 0.515 2.025 0.547 0.249 0.681 0.794
C 2.300 0.080 1.959 0.015 0.092 0.850 -0.485
C 3.088 0.042 0.784 0.802 0.056 -0.478 -0.833
C 4.406 -0.454 0.698 -0.091 -0.035 0.399 -1.156
C 4.784 -0.326 -0.625 0.295 -0.090 -0.125 -1.345
C 3.685 0.241 -1.278 0.075 0.022 -0.209 -0.552
N 2.664 0.464 -0.455 0.160 0.065 0.052 1.864
C 0.062 1.763 3.850 0.130 -0.086 0.058 0.600
C 0.160 1.951 5.221 -0.032 -0.036 0.046 -0.540
C -0.122 3.180 5.790 -0.023 0.040 0.057 -0.633
C -0.504 4.240 4.985 -0.034 0.070 0.159 -0.480
C -0.613 4.055 3.615 -0.054 0.071 -0.118 -0.955
C -0.339 2.823 3.046 0.005 -0.057 0.029 0.110
H 0.950 -0.179 4.014 -0.161 0.095 -0.116 0.466
H -0.553 -0.101 3.059 0.101 -0.061 0.133 -0.574
H 2.801 -0.338 2.858 -0.165 0.074 -0.129 0.197
H 4.995 -0.837 1.517 0.034 -0.049 0.086 0.524
H 5.729 -0.590 -1.070 0.063 -0.036 -0.019 0.442
H 3.619 0.498 -2.325 -0.020 0.004 -0.104 0.318
H 0.450 1.123 5.857 0.084 -0.049 -0.015 0.363
H -0.033 3.302 6.861 -0.025 0.071 0.067 0.384
H -0.729 5.199 5.431 0.015 0.076 -0.035 0.383
H -0.917 4.876 2.982 -0.052 0.065 -0.047 0.452
H -0.441 2.668 1.980 0.005 0.027 -0.059 0.557
O -3.837 1.940 -0.271 -0.390 0.664 0.031 -0.772
C -3.229 0.888 -0.331 -0.714 -0.258 -0.176 0.138
O -1.987 0.685 -0.151 -1.903 1.177 0.286 -0.183
C -3.931 -0.456 -0.639 0.570 0.218 0.021 -0.962
P -2.462 -1.540 -0.458 -0.875 -1.145 -0.457 0.634
C -2.340 -1.737 1.357 0.198 0.061 0.052 0.690
C -1.611 -2.846 1.779 0.130 0.028 -0.086 -0.715
C -1.476 -3.145 3.121 0.008 -0.099 0.088 -0.770
C -2.089 -2.335 4.064 -0.023 -0.006 0.118 -0.507
C -2.815 -1.228 3.658 -0.038 0.023 0.174 -0.686
C -2.927 -0.916 2.311 -0.031 -0.045 -0.088 -0.527
C -3.432 -3.134 -0.657 0.146 0.088 -0.115 0.328
C -4.432 -3.532 0.227 0.004 -0.008 0.010 -0.255
C -5.147 -4.694 0.012 -0.117 -0.076 0.082 -0.760
C -4.875 -5.482 -1.096 -0.044 -0.092 -0.076 -0.528
C -3.905 -5.083 -1.999 -0.121 -0.233 -0.117 -0.509
C -3.195 -3.916 -1.780 0.096 0.152 0.096 -0.490
H -4.319 -0.497 -1.660 0.044 0.058 0.076 0.505
H -4.744 -0.713 0.045 0.062 0.197 -0.018 0.428
H -1.171 -3.481 1.018 0.101 -0.104 0.069 0.399
H -0.922 -4.017 3.442 0.065 -0.016 -0.057 0.431
H -1.997 -2.567 5.115 -0.007 -0.007 0.098 0.358
H -3.289 -0.601 4.400 -0.020 0.091 0.012 0.420
H -3.471 -0.033 2.010 -0.068 0.100 -0.004 0.314
H -4.649 -2.924 1.097 0.010 -0.010 0.064 0.250
H -5.921 -4.992 0.708 -0.019 -0.014 0.047 0.392
H -5.421 -6.401 -1.252 -0.046 -0.060 -0.041 0.360
H -3.704 -5.688 -2.873 0.040 -0.044 -0.066 0.408
H -2.439 -3.593 -2.485 0.099 -0.040 -0.059 0.348
C -0.974 1.453 -4.482 -0.024 -0.019 0.112 -1.302
As 0.177 0.888 -2.976 -0.269 -0.052 -1.272 1.167
C 0.833 -0.759 -3.842 0.064 0.023 0.006 -1.268
C 1.692 2.059 -3.346 0.120 0.054 0.064 -0.392
C 2.364 2.032 -4.560 -0.083 -0.177 -0.288 -0.656
C 3.478 2.820 -4.788 0.030 -0.008 -0.110 -0.892
C 3.931 3.652 -3.780 0.042 0.062 -0.007 -0.783
C 3.262 3.690 -2.568 0.194 0.227 0.135 -0.642
C 2.143 2.905 -2.329 0.039 -0.100 -0.180 0.057
As 1.171 2.928 -0.637 -0.114 1.076 0.186 1.728
C 0.067 4.490 -1.162 -0.012 0.075 -0.038 -1.310
C 2.466 3.923 0.470 0.055 -0.061 0.029 -1.562
H -0.406 1.546 -5.410 -0.006 -0.040 0.048 0.373
H -1.458 2.406 -4.260 0.074 -0.033 0.047 0.310
H -1.755 0.700 -4.605 0.041 0.023 -0.019 0.396
H 1.169 -0.607 -4.870 -0.086 0.070 0.043 0.551
H 0.024 -1.493 -3.829 -0.019 0.069 0.007 0.306
H 1.651 -1.156 -3.246 0.049 0.014 0.049 0.315
H 2.022 1.371 -5.351 -0.006 0.035 0.043 0.198
H 3.990 2.781 -5.742 -0.011 -0.016 0.022 0.395
H 4.804 4.273 -3.942 0.025 0.013 0.047 0.378
H 3.642 4.344 -1.792 -0.036 0.001 0.031 0.344
H 0.659 5.265 -1.655 0.014 -0.029 0.061 0.376
H -0.427 4.911 -0.286 -0.007 -0.032 0.023 0.398
H -0.707 4.145 -1.850 -0.004 0.001 0.037 0.244
H 2.562 4.970 0.174 -0.004 -0.062 -0.081 0.422
H 3.436 3.431 0.414 0.028 -0.041 -0.016 0.421
H 2.140 3.890 1.511 -0.098 -0.052 -0.057 0.324
I 2.342 -6.628 -0.894 -0.112 0.495 0.104 0.045
C 1.961 -4.590 -0.634 0.219 -0.690 0.206 -0.960
C 2.185 -3.837 0.497 -0.049 -0.333 0.010 -0.301
N 1.805 -2.588 0.185 0.063 -0.272 0.253 0.659
N 1.373 -2.493 -1.061 -0.408 0.850 -0.564 -0.252
C 1.450 -3.697 -1.580 0.033 -0.280 0.119 -0.155
H 2.538 -4.122 1.467 0.161 0.051 0.156 0.495
H 1.950 -1.735 0.720 0.153 -0.215 -0.117 -0.109
H 1.147 -3.903 -2.586 -0.098 0.063 -0.275 0.514
```
Forces are in eV/Å.

HOMO energy: -4.84 eV
energy: -206573.1866 eV
relative energy (zero: lowest compared OMol25 entry of this formula, charge and spin): 184.52 kJ/mol
E_LUMO: 0.0711 Eh
net charge: -1
molar mass: 945.61 g/mol
gap between HOMO and LUMO: 6.8 eV



# 2
Density functional theory data (ωB97M-V/def2-TZVPD) for a structure of composition C36H22DyN5O2S2 at a distorted geometry.

```
68
Properties=species:S:1:pos:R:3:forces:R:3:mulliken_spin:R:1
Dy -0.149 -1.077 0.630 -1.029 -1.071 0.585 4.976
O -2.864 0.951 7.060 1.309 0.065 -2.424 -0.002
C -1.927 1.500 6.384 -2.461 -0.241 3.257 0.000
O -1.199 2.403 6.797 0.877 0.072 -1.411 0.000
C -1.676 0.903 5.004 -0.629 -0.700 0.926 -0.001
C -2.688 0.400 4.149 1.027 0.911 -1.163 0.000
C -2.309 0.008 2.877 0.683 -0.678 0.039 0.003
N -0.994 -0.169 2.575 1.168 -0.150 -0.412 0.023
C -0.001 0.129 3.470 -1.418 1.630 0.429 0.022
C -0.339 0.696 4.684 0.224 -0.415 -1.276 -0.001
C 1.423 0.110 3.065 0.496 -0.409 -1.345 -0.015
C 2.461 0.822 3.658 -0.367 1.322 1.367 0.001
C 3.764 0.689 3.210 -0.162 -0.993 -0.375 0.000
C 4.029 -0.373 2.298 2.361 1.081 0.569 -0.002
C 3.003 -1.100 1.815 -1.146 0.399 -1.122 -0.007
N 1.723 -0.656 1.989 -0.298 -2.102 0.977 0.003
C -3.226 -0.409 1.752 -1.349 0.323 0.305 -0.007
C -4.655 -0.222 1.827 0.498 0.116 -0.808 0.000
C -5.463 -0.678 0.742 1.197 -0.276 0.762 0.000
C -4.785 -1.370 -0.320 -2.791 1.132 0.940 0.000
C -3.469 -1.597 -0.217 2.024 0.611 0.223 -0.006
N -2.642 -1.029 0.700 -0.642 -0.515 1.293 0.009
H -3.732 0.475 4.326 -0.569 0.142 0.879 0.000
H 0.461 1.023 5.305 -0.039 0.311 0.810 0.000
H 2.220 1.562 4.461 0.351 -0.809 -0.768 0.000
H 4.551 1.310 3.643 -0.211 -0.246 -0.328 0.000
H 5.064 -0.584 1.923 -1.050 0.093 0.810 0.000
H 3.170 -2.013 1.221 -0.221 0.720 -0.071 0.000
H -5.055 0.376 2.681 0.176 -0.881 -0.872 0.000
H -6.582 -0.624 0.772 1.307 0.269 -0.150 0.000
H -5.362 -1.640 -1.201 0.224 -0.481 0.293 0.000
H -2.934 -2.252 -0.858 0.094 -0.309 -1.088 -0.001
S 3.394 -5.397 -4.191 -0.976 0.683 -0.571 0.000
C 2.567 -6.782 -4.762 -0.666 -0.202 0.120 0.000
C 1.235 -6.790 -4.486 -0.274 1.395 1.098 0.000
C 0.848 -5.563 -3.855 -0.081 -0.225 -0.639 0.000
C 1.863 -4.651 -3.759 -0.183 -0.597 0.899 0.000
C 1.642 -3.318 -3.186 1.881 0.962 -1.504 -0.003
C 0.783 -3.131 -2.133 -1.607 0.461 2.070 -0.003
N 0.522 -1.937 -1.514 0.307 0.204 -1.470 0.046
C 1.049 -0.775 -2.067 1.714 -1.340 -1.509 0.036
C 1.986 -0.873 -3.185 -0.255 -1.379 1.334 -0.001
C 2.703 0.278 -3.634 -1.385 0.783 0.659 0.000
C 2.357 1.529 -3.240 1.320 0.043 0.014 0.001
C 1.333 1.665 -2.255 -0.538 1.595 0.651 0.002
C 0.857 2.944 -1.841 -0.742 -0.901 1.081 0.001
C -0.243 3.097 -0.934 1.521 1.925 -1.770 -0.001
C -0.787 1.919 -0.420 0.598 -0.445 0.720 0.000
N -0.208 0.726 -0.626 0.312 1.066 -1.832 -0.025
C 0.775 0.564 -1.601 -1.411 -0.398 0.564 -0.043
C -0.652 4.532 -0.704 -0.310 -0.599 1.457 0.000
C -0.121 5.673 -1.280 -1.731 -1.361 -0.068 0.000
C -0.822 6.842 -0.968 0.297 1.771 -0.502 0.000
C -1.798 6.651 -0.050 0.296 -0.623 1.050 0.000
S -1.865 5.005 0.504 0.495 0.240 -1.338 0.000
C 2.311 -2.173 -3.687 -0.174 0.166 0.323 0.000
H 3.051 -7.517 -5.351 0.747 -0.605 -0.071 0.000
H 0.463 -7.532 -4.584 0.407 -0.529 -0.631 0.000
H -0.195 -5.363 -3.596 0.360 0.073 -0.075 0.000
H 0.242 -4.025 -1.721 0.702 1.021 -0.231 -0.001
H 3.497 0.124 -4.290 1.154 -0.194 -1.133 0.000
H 2.985 2.410 -3.545 -1.042 -0.921 0.200 0.000
H 1.364 3.839 -2.190 -0.125 -0.263 -0.141 0.000
H -1.625 1.875 0.272 0.072 0.369 -0.033 -0.001
H 0.506 5.622 -2.109 1.289 0.095 -1.027 0.000
H -0.606 7.843 -1.445 -0.245 -1.347 0.740 0.000
H -2.336 7.414 0.486 -0.342 -0.013 -0.106 0.000
H 3.105 -2.287 -4.476 -1.018 0.171 0.819 0.000
```
Forces are in eV/Å.

HOMO energy (spin up / spin down): -11.61 / -11.63 eV
energy: -94974.2690 eV
E_LUMO (spin up / spin down): -0.2702 / -0.2704 Eh
net charge: +2
molar mass: 783.24 g/mol
<S²>: 9.335
gap between HOMO and LUMO (spin up / spin down): 4.3 / 4.3 eV
multiplicity: 6



# 3
Density functional theory data (ωB97M-V/def2-TZVPD) for a structure of composition C12H27BIN3O3P at a distorted geometry.

```
48
Properties=species:S:1:pos:R:3:forces:R:3:nbo_charge:R:1
C 0.188 3.073 2.956 -0.031 -0.537 -2.959 -0.355
C 0.443 2.758 1.608 0.163 0.519 2.393 -0.243
C -0.625 2.203 0.584 1.405 3.194 0.104 -0.315
N -0.961 0.731 0.698 -1.289 0.174 0.433 -0.392
I -3.006 0.829 1.261 -1.006 0.039 -0.097 0.496
C -0.406 -0.128 1.804 -0.492 -3.561 1.889 -0.299
C 0.541 -1.324 1.217 0.151 1.263 0.574 -0.539
P -0.432 -2.947 1.553 -1.648 -1.407 -0.712 1.189
N -0.286 -3.355 3.276 1.310 1.130 -1.714 -1.143
O 0.267 -4.254 0.696 0.763 1.801 1.426 -0.961
C 0.530 -0.919 -0.334 -0.027 -0.577 0.009 -0.615
B 1.901 -0.260 -0.897 1.198 0.964 -0.642 1.158
O 1.908 0.280 -2.258 -0.255 -2.391 1.452 -0.936
N 3.200 -0.193 -0.162 -1.484 1.925 -1.582 -0.714
C 3.176 0.802 0.947 0.941 -0.350 1.789 -0.432
C 4.298 0.303 -1.081 0.790 0.116 0.510 -0.419
C -0.868 -0.163 -0.519 0.002 -1.825 -0.941 -0.074
C -1.257 0.410 -1.946 0.707 0.048 -0.895 -0.091
O -2.660 0.643 -2.136 0.963 -0.978 0.593 -0.565
C -3.280 -0.359 -2.977 -1.449 0.769 -1.065 -0.079
C -4.867 -0.033 -2.956 1.162 -0.030 0.308 -0.637
H 1.028 3.490 3.602 -1.465 -0.628 -0.886 0.242
H -0.879 2.952 3.338 1.706 0.201 -0.196 0.212
H 1.499 2.972 1.236 -1.708 -0.495 0.340 0.228
H -1.574 2.815 0.753 1.485 -0.981 -0.323 0.252
H -0.269 2.518 -0.459 -0.478 -1.102 1.361 0.262
H -1.328 -0.749 2.101 1.322 0.862 -0.229 0.234
H -0.123 0.318 2.801 0.047 0.271 -1.713 0.286
H 1.526 -1.375 1.776 -0.769 0.478 -1.205 0.254
H 0.582 -2.948 3.643 -0.345 -0.662 0.272 0.375
H -0.325 -4.373 3.417 0.020 0.625 -0.022 0.413
H 1.172 -4.426 1.034 -0.457 -0.160 -0.392 0.481
H 0.404 -1.831 -1.005 0.212 0.716 0.827 0.282
H 1.925 -0.520 -2.835 -0.225 1.058 0.019 0.500
H 3.253 1.879 0.596 -0.198 -1.224 0.154 0.184
H 2.294 0.710 1.652 0.891 -0.018 -1.019 0.202
H 4.110 0.613 1.589 -1.288 0.393 -0.803 0.217
H 5.279 0.266 -0.486 -1.341 -0.014 -0.916 0.209
H 4.406 -0.325 -2.013 -0.204 0.774 1.171 0.219
H 4.092 1.395 -1.339 0.419 -1.464 0.024 0.193
H -1.626 -1.000 -0.322 0.873 1.243 -0.153 0.251
H -0.938 -0.385 -2.709 -0.101 0.993 1.219 0.216
H -0.703 1.358 -2.246 -0.560 -1.200 0.630 0.218
H -3.103 -1.431 -2.646 0.064 1.339 -0.176 0.178
H -2.877 -0.179 -4.037 -0.480 -0.644 1.417 0.185
H -5.052 0.628 -2.042 0.124 -1.030 -1.232 0.223
H -5.399 -1.024 -2.845 0.264 1.373 -0.296 0.224
H -5.176 0.552 -3.884 0.317 -0.987 1.257 0.230
```
Forces are in eV/Å.

HOMO energy: -11.54 eV
energy: -41551.0203 eV
E_LUMO: -0.1828 Eh
net charge: +1
molar mass: 430.06 g/mol
gap between HOMO and LUMO: 6.6 eV